Density functional theory data (the ωB97M-V functional and the def2-TZVPD basis) for a molecular structure, C23H20I2N4O3S2V at a distorted geometry.

Results
* net charge: +1
* HOMO (spin up / spin down): -0.3898 / -0.3902 hartree
* expectation value of S²: 2.010
* frontier orbital gap (spin up / spin down): 7.5680 / 7.3938 eV
* multiplicity: 3

Atoms and positions in Å:
V1 0.397 -0.074 0.016
I1 5.549 -3.306 4.444
C1 4.345 -2.336 3.006
C2 4.492 -2.635 1.658
C3 3.696 -1.982 0.738
I2 3.720 -2.440 -1.315
C4 2.759 -1.026 1.143
O1 2.007 -0.399 0.289
C5 2.587 -0.779 2.517
C6 1.473 0.153 2.892
N1 0.244 -0.220 2.173
C7 -0.248 -1.546 2.568
C8 -0.445 -2.433 1.366
C9 -0.664 -3.794 1.517
C10 -0.852 -4.589 0.397
C11 -0.804 -3.977 -0.850
C12 -0.581 -2.617 -0.925
N2 -0.410 -1.839 0.158
C13 3.384 -1.434 3.437
H1 5.216 -3.361 1.325
H2 1.725 1.185 2.615
H3 1.303 0.113 3.975
H4 -0.459 0.475 2.427
H5 -1.201 -1.458 3.103
H6 0.470 -2.033 3.241
H7 -0.693 -4.222 2.509
H8 -1.026 -5.651 0.493
H9 -0.941 -4.549 -1.756
H10 -0.528 -2.117 -1.887
H11 3.262 -1.234 4.492
O2 -2.144 3.380 -3.332
C14 -1.514 2.472 -4.085
C15 -1.547 2.639 -5.472
C16 -0.917 1.743 -6.308
C17 -0.255 0.633 -5.789
C18 -0.211 0.452 -4.429
C19 -0.824 1.362 -3.555
C20 -0.685 1.124 -2.125
O3 -0.008 0.113 -1.704
N3 -1.239 1.931 -1.250
N4 -0.955 1.611 0.057
C21 -1.492 2.491 0.849
S1 -2.467 3.764 0.148
C22 -2.787 4.633 1.728
C23 -2.775 3.614 2.843
S2 -1.323 2.534 2.588
H12 -2.030 3.161 -2.388
H13 -2.076 3.494 -5.861
H14 -0.938 1.898 -7.374
H15 0.224 -0.074 -6.446
H16 0.309 -0.394 -4.001
H17 -3.762 5.106 1.636
H18 -2.027 5.404 1.860
H19 -3.657 2.973 2.815
H20 -2.673 4.063 3.829

Density functional theory data (the ωB97M-V functional and the def2-TZVPD basis) for a molecular structure, C23H20KN6O2S2.

Results
* net charge: -1
* HOMO: -0.1620 hartree
* frontier orbital gap: 6.7842 eV
* energy relative to the best compared isomer or geometry (same formula, charge and spin): 32.7 kJ/mol
* multiplicity: 1

Atoms and positions in Å:
K1 -0.255 0.176 -0.108
N1 3.529 3.136 0.709
C1 2.781 2.156 0.087
S1 1.513 2.676 -0.923
N2 3.208 0.941 0.364
N3 2.424 -0.112 0.096
C2 3.032 -1.247 0.005
C3 4.519 -1.348 0.091
C4 5.105 -2.001 1.173
C5 6.484 -2.106 1.273
C6 7.295 -1.560 0.288
C7 6.718 -0.902 -0.789
C8 5.339 -0.792 -0.885
C9 2.254 -2.485 -0.152
C10 2.889 -3.674 -0.542
C11 2.147 -4.834 -0.650
C12 0.789 -4.795 -0.375
C13 0.233 -3.573 -0.023
N4 0.934 -2.451 0.088
H1 3.524 4.029 0.250
H2 4.413 2.816 1.076
H3 4.466 -2.427 1.939
H4 6.926 -2.614 2.122
H5 8.372 -1.648 0.361
H6 7.347 -0.464 -1.555
H7 4.887 -0.266 -1.717
H8 3.947 -3.671 -0.762
H9 2.623 -5.760 -0.950
H10 0.174 -5.683 -0.441
H11 -0.832 -3.483 0.165
N5 -4.538 2.742 -0.049
C14 -3.735 3.855 0.064
C15 -2.461 3.373 0.122
N6 -2.473 2.001 0.048
C16 -3.730 1.651 -0.055
H12 -5.538 2.741 -0.119
H13 -4.135 4.853 0.094
H14 -1.532 3.916 0.199
H15 -4.083 0.634 -0.131
O1 -7.692 -5.899 1.240
C17 -7.264 -5.439 0.026
O2 -7.816 -5.851 -0.962
C18 -6.160 -4.472 0.042
C19 -5.432 -4.271 -1.138
C20 -4.370 -3.400 -1.183
C21 -3.976 -2.657 -0.046
S2 -2.649 -1.575 -0.099
C22 -4.729 -2.852 1.133
C23 -5.784 -3.735 1.174
H16 -7.100 -5.574 1.926
H17 -5.731 -4.835 -2.013
H18 -3.807 -3.258 -2.096
H19 -4.454 -2.284 2.012
H20 -6.354 -3.814 2.096

Density functional theory data (the ωB97M-V functional and the def2-TZVPD basis) for a molecular structure, C23H20N10O2RuS at a distorted geometry.

Results
* net charge: +1
* HOMO (spin up / spin down): -0.3870 / -0.3874 hartree
* expectation value of S²: 0.973
* frontier orbital gap (spin up / spin down): 6.1515 / 5.6344 eV
* energy relative to the best compared isomer or geometry (same formula, charge and spin): 130.7 kJ/mol
* multiplicity: 2

Atoms and positions in Å:
Ru1 0.259 0.144 0.183
S1 2.251 0.387 -0.750
C1 2.511 1.996 -0.182
N1 3.676 2.580 0.059
N2 4.820 2.078 -0.319
C2 5.163 1.294 -1.447
C3 4.382 1.279 -2.597
C4 4.817 0.550 -3.689
C5 6.018 -0.148 -3.642
C6 6.804 -0.099 -2.499
C7 6.382 0.626 -1.398
N3 1.452 2.820 0.159
N4 0.300 2.266 0.188
C8 -0.767 3.225 0.347
C9 -2.048 2.745 0.573
C10 -3.105 3.629 0.720
C11 -2.876 4.995 0.642
C12 -1.590 5.470 0.413
C13 -0.531 4.594 0.263
H1 5.604 2.493 0.174
H2 3.467 1.852 -2.657
H3 4.217 0.538 -4.587
H4 6.347 -0.715 -4.500
H5 7.746 -0.626 -2.461
H6 6.989 0.668 -0.504
H7 -2.209 1.678 0.631
H8 -4.103 3.254 0.895
H9 -3.696 5.689 0.756
H10 -1.412 6.533 0.345
H11 0.467 4.960 0.079
N5 -1.903 -0.540 -0.334
N6 -2.707 -0.637 0.828
C14 -2.150 -0.401 2.044
N7 -2.870 -0.515 3.149
N8 -0.887 -0.030 1.945
N9 -0.076 0.278 3.003
O1 -0.466 0.247 4.147
O2 1.051 0.574 2.624
H12 -2.437 -0.097 -1.077
H13 -1.574 -1.471 -0.615
H14 -3.626 -1.050 0.760
H15 -3.831 -0.807 3.119
H16 -2.409 -0.366 4.041
N10 1.136 -9.810 -0.211
C15 1.041 -8.669 -0.159
C16 0.920 -7.239 -0.094
C17 -0.283 -6.665 0.310
C18 -0.397 -5.291 0.371
C19 0.682 -4.472 0.031
C20 1.883 -5.060 -0.370
C21 2.004 -6.434 -0.434
C22 0.568 -3.045 0.093
C23 0.473 -1.833 0.115
H17 -1.118 -7.300 0.572
H18 -1.328 -4.841 0.687
H19 2.719 -4.428 -0.633
H20 2.933 -6.890 -0.746

Density functional theory data (the ωB97M-V functional and the def2-TZVPD basis) for a single C23H20N2O6 molecule.

Results
* HOMO: -0.2826 hartree
* frontier orbital gap: 7.7723 eV
* energy relative to the best compared isomer or geometry (same formula, charge and spin): 29.0 kJ/mol
* multiplicity: 1

Atoms and positions in Å:
C1 -7.283 -1.188 -0.597
O1 -7.054 0.197 -0.480
C2 -5.778 0.623 -0.269
C3 -5.598 1.998 -0.158
C4 -4.338 2.529 0.055
C5 -3.236 1.698 0.163
O2 -1.938 2.117 0.369
C6 -1.688 3.497 0.429
C7 -3.414 0.307 0.056
N1 -2.268 -0.478 0.178
C8 -2.123 -1.823 0.026
O3 -3.037 -2.591 -0.207
C9 -0.718 -2.303 0.200
C10 -0.537 -3.622 0.610
C11 0.738 -4.123 0.790
C12 1.849 -3.331 0.557
C13 1.678 -2.017 0.129
N2 2.743 -1.154 -0.149
C14 4.062 -1.343 0.100
O4 4.553 -2.356 0.556
C15 4.960 -0.203 -0.310
C16 6.126 -0.592 -0.965
C17 7.088 0.327 -1.336
C18 6.918 1.664 -1.018
C19 5.787 2.066 -0.335
C20 4.792 1.150 0.010
C21 3.609 1.710 0.712
O5 2.450 1.491 0.438
O6 3.954 2.564 1.675
C22 0.393 -1.510 -0.052
C23 -4.678 -0.222 -0.159
H1 -8.354 -1.295 -0.763
H2 -7.002 -1.720 0.317
H3 -6.739 -1.615 -1.445
H4 -6.456 2.643 -0.243
H5 -4.232 3.599 0.135
H6 -2.191 3.961 1.283
H7 -1.996 4.002 -0.493
H8 -0.610 3.592 0.548
H9 -1.446 0.067 0.398
H10 -1.409 -4.232 0.784
H11 0.875 -5.143 1.115
H12 2.843 -3.720 0.702
H13 2.455 -0.221 -0.428
H14 6.264 -1.643 -1.170
H15 7.975 -0.001 -1.857
H16 7.669 2.391 -1.288
H17 5.656 3.104 -0.068
H18 3.165 2.935 2.102
H19 0.291 -0.495 -0.411
H20 -4.769 -1.290 -0.240

Density functional theory data (the ωB97M-V functional and the def2-TZVPD basis) for a molecular structure, C23H20N3O3SSc at a distorted geometry.

Results
* net charge: +2
* HOMO: -0.4969 hartree
* frontier orbital gap: 5.1342 eV
* energy relative to the best compared isomer or geometry (same formula, charge and spin): 20.1 kJ/mol
* multiplicity: 1

Atoms and positions in Å:
Sc1 11.770 12.491 8.189
O1 13.807 11.596 7.895
C1 14.239 10.618 8.919
C2 13.316 11.017 10.183
O2 13.538 10.332 11.176
O3 12.556 11.997 9.943
C3 15.656 10.918 9.314
C4 16.233 12.196 9.214
C5 17.568 12.313 9.642
C6 18.264 11.290 10.274
C7 17.628 10.063 10.396
C8 16.340 9.849 9.891
C9 13.917 9.162 8.523
C10 12.833 8.463 9.062
C11 12.764 7.055 8.870
C12 13.555 6.401 7.929
C13 14.542 7.155 7.319
C14 14.728 8.481 7.621
H1 14.287 11.503 7.040
H2 15.709 13.122 8.983
H3 18.056 13.239 9.411
H4 19.330 11.469 10.556
H5 18.122 9.185 10.778
H6 15.801 8.937 10.041
H7 12.168 8.949 9.772
H8 11.970 6.569 9.396
H9 13.509 5.337 7.791
H10 15.300 6.704 6.686
H11 15.610 8.997 7.192
C15 7.642 10.909 5.844
N1 8.468 12.125 5.850
C16 8.739 12.862 4.682
C17 9.579 13.825 5.039
N2 9.907 13.696 6.419
C18 9.230 12.585 6.903
S1 9.469 11.637 8.268
C19 10.922 14.472 7.041
C20 11.435 15.558 6.346
C21 12.185 16.523 7.010
C22 12.339 16.461 8.408
C23 11.711 15.412 9.055
N3 11.131 14.379 8.404
H12 6.860 10.915 5.056
H13 7.156 10.715 6.845
H14 8.350 10.063 5.661
H15 8.254 12.624 3.717
H16 10.151 14.583 4.514
H17 11.272 15.655 5.265
H18 12.616 17.284 6.363
H19 12.983 17.162 8.966
H20 11.648 15.338 10.112